67
Properties=species:S:1:pos:R:3:forces:R:3:mulliken_charge:R:1 method="wB97M-V/def2-TZVPD" lumo_ha=0.018 orbital_gap_ev=8.029 relative_energy_kj_mol=323.3 smiles="COc1ccc(NC(=S)N(CCCN2CCOCC2)[C@H](C)c2cc3cccc(OC)c3o2)cc1" total_energy_ha=-1873.92578
C 3.4774 6.3432 -0.0391 0.181 0.034 0.014 -0.748
H 3.6245 7.2559 -0.6145 0.050 -0.059 0.049 0.252
O 2.0979 6.0787 -0.0896 -0.278 -0.038 -0.021 -0.471
C 1.6379 4.9382 0.4980 -0.142 -0.115 0.041 0.649
C 2.4171 4.0434 1.2208 0.088 0.308 -0.116 -0.354
C 1.8490 2.8930 1.7345 -0.359 -0.067 0.088 -0.520
C 0.5017 2.6053 1.5435 0.163 0.494 -0.092 0.057
C -0.2893 3.5346 0.8735 -0.070 0.029 -0.026 -0.270
C 0.2759 4.6771 0.3527 0.384 0.120 -0.006 -0.828
H -0.3281 5.3878 -0.1876 -0.091 0.098 -0.077 0.440
H -1.3450 3.3586 0.7517 0.033 0.018 0.018 0.467
N 0.0442 1.3581 1.9911 0.182 -0.784 0.364 -0.138
C -1.0650 0.6637 1.5931 -0.145 0.003 0.269 0.443
N -0.8978 -0.6725 1.4023 0.224 0.326 0.083 0.335
C -2.0616 -1.5144 1.2180 -0.319 -0.147 -0.181 -1.711
C -2.5651 -1.5358 -0.2288 -0.129 -0.213 0.188 0.222
H -1.7147 -1.5825 -0.9113 0.064 0.026 -0.086 0.121
H -3.1064 -0.6139 -0.4405 0.091 0.015 -0.023 0.486
C -3.4884 -2.7318 -0.4500 0.226 0.167 -0.006 -1.616
N -2.8028 -3.9844 -0.1703 -0.148 -0.121 -0.082 0.679
C -3.7096 -5.0652 0.1775 0.228 -0.276 0.100 -0.683
C -2.8880 -6.2877 0.5885 -0.366 0.134 0.142 -0.677
O -2.0256 -6.7032 -0.4440 -0.028 -0.123 -0.103 -0.402
C -1.1657 -5.6547 -0.8185 0.109 0.289 -0.250 -0.709
C -1.9508 -4.4208 -1.2634 0.201 -0.252 0.150 -0.577
H -1.2531 -3.6241 -1.5253 0.027 -0.005 -0.052 0.283
H -2.5453 -4.6743 -2.1596 0.034 0.050 0.022 0.340
H -0.5507 -6.0382 -1.6345 0.011 0.073 0.057 0.380
H -0.5189 -5.3828 0.0309 -0.014 -0.005 -0.086 0.279
H -3.5390 -7.1363 0.8045 0.021 0.069 0.052 0.363
H -2.3006 -6.0391 1.4859 -0.072 -0.026 -0.041 0.308
H -4.3336 -4.7503 1.0163 -0.033 -0.028 -0.018 0.419
H -4.3629 -5.3375 -0.6701 -0.018 0.015 0.053 0.322
H -4.3297 -2.6496 0.2418 -0.066 -0.022 -0.037 0.479
H -3.8901 -2.7079 -1.4763 -0.074 -0.038 0.075 0.382
H -1.8015 -2.5320 1.5182 0.051 0.067 0.009 0.519
H -2.8522 -1.1434 1.8729 0.073 -0.112 -0.025 0.508
C 0.3796 -1.2809 1.0266 0.144 0.001 0.054 0.764
C 1.2320 -0.3289 0.2372 0.658 -0.195 0.129 0.084
C 2.5569 -0.0405 0.2817 -0.597 -0.302 0.064 -1.067
C 2.7767 1.0060 -0.6672 -0.301 0.309 -0.548 0.488
C 3.8937 1.7445 -1.0455 -0.081 -0.171 0.102 -0.790
C 3.7075 2.7495 -1.9689 0.055 0.048 -0.053 -0.567
C 2.4553 3.0217 -2.5067 -0.192 -0.088 0.021 -0.811
C 1.3216 2.2947 -2.1567 -0.076 -0.012 -0.002 -0.085
C 1.5127 1.2708 -1.2277 0.870 0.172 -0.001 1.055
O 0.5862 0.4298 -0.6869 -0.373 -0.160 0.018 -0.382
O 0.1548 2.6485 -2.7444 0.430 0.180 -0.070 -0.534
C -1.0227 1.9594 -2.3816 -0.423 -0.168 0.090 -0.550
H -1.2312 2.0523 -1.3140 -0.018 -0.022 -0.061 0.151
H -1.8236 2.4303 -2.9489 0.020 -0.046 0.034 0.339
H -0.9629 0.9003 -2.6472 -0.009 0.058 0.001 0.249
H 2.3287 3.8239 -3.2155 -0.047 0.105 -0.105 0.450
H 4.5484 3.3482 -2.2867 0.075 0.059 -0.037 0.505
H 4.8618 1.5376 -0.6181 0.135 -0.003 0.037 0.457
H 3.2979 -0.4942 0.9072 0.110 -0.151 0.214 0.637
C 1.1166 -1.8627 2.2372 -0.071 0.015 -0.341 -1.701
H 1.4773 -1.0875 2.9094 0.038 0.092 0.067 0.236
H 0.4405 -2.5065 2.7941 -0.041 -0.049 0.021 0.408
H 1.9652 -2.4541 1.9046 0.136 -0.079 0.025 0.448
H 0.1197 -2.1189 0.3650 0.004 0.114 0.057 0.056
S -2.5562 1.3652 1.4615 -0.541 0.375 -0.028 -0.298
H 0.7996 0.7870 2.3477 -0.148 0.078 -0.129 0.125
H 2.4749 2.1955 2.2746 0.058 -0.095 0.025 0.346
H 3.4694 4.2161 1.3791 0.103 0.042 -0.024 0.390
H 4.0558 5.5306 -0.4907 -0.007 0.013 0.030 0.230
H 3.8199 6.5070 0.9884 -0.001 -0.023 -0.033 0.334